{"formula": "C28H37N8PS5V", "method": "ωB97M-V with the def2-TZVPD basis set", "energy_ha": -4803.52871, "gap_ev": [5.2573, 5.8184], "homo_energy_ev": [-5.29, -5.70], "de_lowest_ev": 1.5018, "spin_multiplicity": 4, "lumo_ev": [0.0, 0.1], "elements": ["V", "C", "N", "C", "C", "N", "C", "P", "C", "N", "C", "C", "N", "C", "C", "N", "C", "C", "N", "C", "H", "H", "H", "H", "H", "H", "H", "H", "H", "H", "H", "H", "H", "H", "H", "C", "C", "S", "C", "C", "S", "C", "C", "S", "H", "H", "H", "H", "H", "H", "H", "H", "H", "H", "H", "H", "C", "C", "S", "C", "C", "S", "H", "H", "H", "H", "H", "H", "N", "C", "C", "C", "C", "C", "N", "C", "H", "H", "H", "H"], "coordinates": [[-0.9923, -0.6446, -0.6340], [1.5563, -4.9059, -2.8414], [0.5011, -4.0079, -2.4725], [-0.8314, -4.1654, -2.6836], [-1.4453, -3.0668, -2.1567], [-0.5107, -2.2335, -1.6285], [0.6716, -2.8109, -1.8410], [2.3063, -2.2945, -1.2683], [1.7755, -1.5514, 0.2938], [0.6340, -0.9025, 0.4994], [0.5476, -0.6859, 1.8348], [1.6378, -1.2172, 2.4573], [2.4098, -1.7787, 1.4867], [3.6303, -2.5027, 1.6860], [2.4223, -0.8194, -2.3241], [1.7181, -0.7050, -3.4300], [2.1670, 0.4181, -4.0338], [3.1767, 0.9748, -3.2993], [3.3517, 0.1672, -2.2166], [4.3225, 0.3129, -1.1700], [1.1502, -5.7218, -3.4368], [2.0325, -5.3200, -1.9479], [2.3148, -4.3749, -3.4212], [-1.2304, -5.0307, -3.1769], [-2.4964, -2.8354, -2.1038], [-0.3149, -0.1928, 2.2431], [1.9161, -1.2550, 3.4925], [3.6574, -2.8835, 2.7058], [4.5095, -1.8729, 1.5209], [3.6680, -3.3468, 0.9963], [1.7425, 0.7607, -4.9545], [3.7652, 1.8567, -3.4503], [4.9788, 1.1513, -1.3972], [4.9176, -0.6017, -1.0868], [3.8318, 0.5076, -0.2133], [-1.9564, 1.9046, 4.6284], [-2.6744, 2.3797, 3.3756], [-1.9484, 1.7881, 1.7943], [-1.2462, 3.3144, 1.0946], [-0.0114, 3.8188, 1.8116], [1.3215, 2.5651, 1.8834], [1.8423, 2.6453, 3.6321], [0.9237, 1.9039, 4.5887], [-0.5133, 2.9150, 5.1271], [-1.6260, 0.8719, 4.5304], [-2.6354, 1.9712, 5.4805], [-2.7237, 3.4660, 3.3368], [-3.6878, 1.9782, 3.3884], [-2.0175, 4.0846, 1.1105], [-1.0264, 3.0608, 0.0568], [-0.2423, 4.0940, 2.8405], [0.3861, 4.6835, 1.2759], [1.9508, 3.6925, 3.9111], [2.8295, 2.1820, 3.6239], [1.4682, 1.6535, 5.5028], [0.5422, 0.9894, 4.1354], [-4.6225, -3.0433, 1.1117], [-3.7487, -2.0363, 0.4157], [-2.0933, -1.9709, 0.9343], [-4.1852, -1.1972, -0.5481], [-5.5866, -1.1693, -1.0821], [-3.0986, -0.0669, -1.3002], [-4.0411, -3.5426, 1.8827], [-4.9880, -3.7902, 0.4053], [-5.4813, -2.5602, 1.5783], [-6.2954, -1.6120, -0.3880], [-5.6359, -1.7189, -2.0238], [-5.8780, -0.1408, -1.2846], [2.7848, 4.3117, -0.9700], [1.9254, 3.6712, -1.3877], [0.9137, 2.8608, -1.9299], [0.2009, 3.2477, -3.0875], [-0.7009, 2.3296, -3.5957], [-0.9023, 1.1225, -2.9536], [-0.2937, 0.7877, -1.7917], [0.6173, 1.6400, -1.3302], [0.3732, 4.2055, -3.5500], [-1.2623, 2.5497, -4.4901], [-1.5941, 0.3874, -3.3424], [1.1458, 1.3544, -0.4287]]}